1.
The following is a quantum chemistry calculation of an isolated ion of composition C5H7IN and charge +1 at a distorted geometry, from the OMol25 dataset.

Each line ends with the Löwdin charge.
CARTESIAN COORDINATES (ANGSTROEM)
C -0.2207 -0.5324 -1.2635  0.04
C -0.8003 -1.3805 -0.3299  -0.03
C -0.2989 -2.1436 0.7734  -0.01
C -0.1193 -0.6344 0.8409  -0.27
C 0.6297 0.2192 -0.1065  -0.67
N 0.3124 1.6886 0.0887  0.20
I 2.9317 -0.0521 -0.1912  0.78
H -0.3013 -0.5179 -2.3381  0.10
H -1.0223 -2.5885 1.5485  0.17
H 0.5772 -2.7180 0.7258  0.10
H -0.5928 -0.1829 1.6073  0.10
H 0.5051 2.2585 -0.7534  0.18
H 0.9626 1.9634 0.8896  0.18
H -0.6284 1.6618 0.3230  0.13

Calculated values
Spin multiplicity   1
SMILES   [NH3+][C@]1(I)C=C2C[C@H]21
ΔE to the lowest compared entry with this formula, charge and spin   4.282 eV
Charge   +1
HOMO-LUMO gap   7.9 eV

2.
The following is a quantum chemistry calculation of a 2-piece molecular cluster, C2H6NOS overall at a distorted geometry, from the OMol25 dataset.

Each line ends with the Löwdin charge.
CARTESIAN COORDINATES (ANGSTROEM)
C 0.9202 0.6271 -0.6888  0.19
C -0.8635 -0.0349 0.8105  0.06
N 0.0031 -0.1645 -0.3532  -0.25
O -0.1903 -1.3149 -0.8798  0.05
S 1.6927 -1.9033 -3.3820  0.38
H 0.9810 1.6242 -0.1340  0.17
H -0.5875 -0.4883 1.7286  0.11
H -1.8436 -0.4636 0.7490  0.11
H -0.8658 1.1137 0.9570  0.15
H 0.2462 -1.5989 -1.7191  -0.03
H 1.4702 0.3769 -1.5436  0.07

Calculated values
Spin multiplicity   1
ΔE to the lowest compared entry with this formula, charge and spin   4.484 eV
Charge   +1
HOMO-LUMO gap (spin up / spin down)   7.6 / 7.6 eV

3.
The following is a quantum chemistry calculation of C8H10N4O in the gas phase at a distorted geometry, from the OMol25 dataset.

Each line ends with the Löwdin charge.
CARTESIAN COORDINATES (ANGSTROEM)
C -2.8713 0.8782 1.4044  -0.14
C -3.0664 -1.3819 0.4064  -0.04
C -0.9192 0.1197 0.2672  -0.22
C -0.1801 0.1931 1.4878  -0.05
C 1.1478 0.3043 1.7247  0.01
C 1.9093 0.0700 0.5185  -0.29
C 1.1506 -0.0203 -0.7181  -0.16
C -0.3144 0.0848 -0.9029  -0.22
H -2.3617 0.7145 2.4635  0.09
H -2.8089 2.0759 1.1196  0.13
H -4.0245 0.4456 1.4882  0.12
H -4.1031 -1.1768 0.2825  0.05
H -2.8974 -1.8919 1.4148  0.10
H -2.5166 -1.7536 -0.4753  0.09
H -0.8897 0.2444 2.2116  0.04
H 1.3762 0.0335 2.7988  0.14
H -1.7945 0.5141 -2.1716  0.13
H -0.4310 0.3703 -2.9234  0.06
N -2.3819 -0.0049 0.3404  -0.23
N 3.1343 0.1002 0.2883  0.13
N 1.9760 -0.1339 -1.7310  0.18
N -0.8804 0.0044 -2.1503  0.14
O 3.2971 -0.1032 -1.0712  -0.08

Calculated values
Spin multiplicity   1
SMILES   CN(C)c1ccc2nonc2c1N
ΔE to the lowest compared entry with this formula, charge and spin   4.861 eV
Charge   0
HOMO-LUMO gap   8.1 eV